No. 1
DFT (the ωB97M-V functional and the def2-TZVPD basis) results for a molecular structure, C11H20ClIN2O2PSeTb in a non-equilibrium geometry.

Results
Multiplicity: 7
Total charge: +2
Frontier orbital gap (spin up / spin down), eV: 6.065 / 6.332
Largest force on an atom, eV/A: 5.9
E_LUMO (spin up / spin down), eV: -8.076 / -7.842
HOMO energy (spin up / spin down), eV: -14.141 / -14.174

Each line ends with the Mulliken spin population.
Cartesian coordinates (Å):
1 C -3.440 2.543 -4.991  0.000
2 C -3.434 1.334 -4.144  0.000
3 H -4.228 2.464 -5.775  0.000
4 H -2.447 2.667 -5.467  0.000
5 H -3.629 3.413 -4.339  0.000
6 O -3.836 0.226 -4.155  -0.001
7 I -2.457 1.666 -1.599  -0.040
8 Tb -0.234 1.282 0.082  6.221
9 P 1.209 -0.750 -1.359  -0.059
10 C 1.489 -2.555 -1.273  -0.001
11 C 0.543 -0.577 -3.066  0.002
12 H 2.895 0.922 -1.795  -0.001
13 H 3.378 -0.703 -2.403  0.000
14 H 3.475 -0.316 -0.641  0.000
15 C 2.922 -0.150 -1.574  0.002
16 H 0.250 0.477 -3.236  -0.002
17 H 1.343 -0.868 -3.767  0.000
18 H 2.304 -2.837 -1.959  -0.001
19 H 0.575 -3.101 -1.549  0.000
20 H -0.342 -1.232 -3.187  -0.001
21 H 1.770 -2.833 -0.245  0.000
22 C -1.113 -1.261 0.310  -0.013
23 O -1.482 -2.327 0.553  -0.001
24 Cl 0.860 3.467 -0.426  -0.055
25 C -0.783 2.075 2.708  0.006
26 N -0.457 0.717 3.134  0.003
27 C -1.199 -0.012 4.048  0.000
28 C -0.441 -1.068 4.423  0.001
29 N 0.764 -0.963 3.751  -0.001
30 C 1.862 -1.897 3.930  0.000
31 C 0.771 0.124 2.941  -0.008
32 Se 2.106 0.663 1.757  -0.032
33 H -1.589 2.085 1.947  -0.011
34 H 0.123 2.599 2.348  -0.007
35 H -1.164 2.633 3.571  -0.002
36 H -2.165 0.320 4.349  0.000
37 H -0.610 -1.854 5.122  0.000
38 H 1.954 -2.076 5.005  0.000
39 H 1.676 -2.850 3.429  0.000
40 H 2.780 -1.450 3.541  0.000


No. 2
DFT (the ωB97M-V functional and the def2-TZVPD basis) results for 2 unconnected molecules or ions with the total composition C11H20ClNO6S2.

Results
Frontier orbital gap, eV: 9.718
Largest force on an atom, eV/A: 0.3
E_LUMO, eV: 0.491
HOMO energy, eV: -9.227

Each line ends with the Mulliken charge.
Cartesian coordinates (Å):
1 N -0.401 3.721 1.234  -0.527
2 C -1.042 2.844 0.858  0.620
3 O -1.762 1.853 0.437  -0.448
4 C -1.051 0.797 -0.282  1.231
5 C 0.212 0.388 0.444  -1.936
6 C 0.117 0.170 1.958  -0.830
7 C -1.050 -0.647 2.509  0.043
8 C -1.006 -0.708 4.025  -0.801
9 O 0.205 -1.344 4.418  -0.509
10 O -0.620 1.312 -1.541  -0.454
11 S -1.606 2.170 -2.484  1.159
12 O -1.217 1.818 -3.808  -0.643
13 O -1.601 3.523 -2.043  -0.635
14 C -3.167 1.419 -2.116  -0.645
15 C -2.956 -0.054 -1.796  -1.163
16 C -2.162 -0.258 -0.501  0.368
17 Cl -1.534 -1.924 -0.514  -0.193
18 H 0.639 -0.473 -0.065  0.811
19 H 0.919 1.203 0.273  0.463
20 H 1.049 -0.319 2.244  0.453
21 H 0.122 1.143 2.458  0.308
22 H -2.001 -0.168 2.254  0.046
23 H -1.047 -1.661 2.106  0.214
24 H -1.057 0.311 4.431  0.333
25 H -1.870 -1.265 4.400  0.407
26 H 0.159 -1.551 5.353  0.305
27 H -3.733 1.547 -3.040  0.541
28 H -3.652 1.971 -1.313  0.314
29 H -3.923 -0.543 -1.676  0.431
30 H -2.444 -0.531 -2.631  0.376
31 H -2.829 -0.190 0.355  0.347
32 C 4.875 -2.339 -1.004  -0.998
33 S 4.062 -0.746 -0.839  0.409
34 O 2.876 -0.968 0.032  -0.489
35 C 3.442 -0.661 -2.521  -0.911
36 H 5.283 -2.597 -0.029  0.324
37 H 4.142 -3.085 -1.311  0.304
38 H 5.681 -2.260 -1.733  0.398
39 H 2.816 -1.531 -2.717  0.291
40 H 4.280 -0.618 -3.217  0.414
41 H 2.850 0.249 -2.604  0.269


No. 3
DFT (the ωB97M-V functional and the def2-TZVPD basis) results for a molecular structure, C11H20IrN2S3Sb in a non-equilibrium geometry.

Results
Energy relative to the best compared isomer or geometry (same formula, charge and spin), kJ/mol: 11.3
Total charge: +2
Frontier orbital gap (spin up / spin down), eV: 5.841 / 5.846
Largest force on an atom, eV/A: 1.1
E_LUMO (spin up / spin down), eV: -8.944 / -8.940
HOMO energy (spin up / spin down), eV: -14.785 / -14.786

Each line ends with the Mulliken charge.
Cartesian coordinates (Å):
1 Ir -0.234 0.512 -0.380  1.206
2 C 1.534 3.107 -1.705  -1.458
3 C 0.207 2.491 -1.399  1.140
4 C -0.494 1.674 -2.329  -0.790
5 C -1.764 1.134 -2.034  -0.411
6 C -2.380 1.369 -0.802  -0.840
7 C -1.686 2.133 0.162  -0.307
8 C -0.435 2.705 -0.145  -0.590
9 H 2.312 2.708 -1.054  0.305
10 H 1.482 4.185 -1.543  0.390
11 H 1.820 2.931 -2.740  0.425
12 H -0.023 1.428 -3.272  0.430
13 H -2.246 0.503 -2.769  0.505
14 H -3.338 0.928 -0.568  0.461
15 H -2.100 2.273 1.151  0.476
16 H 0.093 3.267 0.616  0.584
17 S 3.954 0.640 3.257  -0.333
18 Sb 2.911 -1.069 4.082  0.762
19 S 0.935 -1.368 2.349  -0.097
20 S 1.073 0.370 1.397  -0.009
21 C -2.584 -2.446 0.374  -1.188
22 C -1.630 -3.191 -0.544  1.519
23 C -2.076 -3.107 -2.006  -1.817
24 C -1.552 -4.649 -0.105  -1.845
25 N -0.240 -2.686 -0.350  -0.105
26 N 0.190 -1.495 -1.080  -0.708
27 H -3.619 -2.694 0.132  0.440
28 H -2.482 -1.378 0.245  -0.014
29 H -2.395 -2.686 1.420  0.342
30 H -2.974 -3.705 -2.155  0.474
31 H -1.314 -3.497 -2.685  0.431
32 H -2.335 -2.087 -2.310  0.319
33 H -2.553 -5.073 -0.042  0.432
34 H -1.088 -4.730 0.878  0.435
35 H -0.981 -5.248 -0.817  0.443
36 H 0.403 -3.415 -0.647  0.329
37 H -0.118 -1.562 -2.053  0.326
38 H 1.202 -1.587 -1.098  0.338


No. 4
DFT (the ωB97M-V functional and the def2-TZVPD basis) results for C11H20N2O3 in the gas phase.

Results
Energy relative to the best compared isomer or geometry (same formula, charge and spin), kJ/mol: 111.1
Frontier orbital gap, eV: 8.136
Largest force on an atom, eV/A: 0.6
SMILES: CCN(CC)CCCNC(=O)/C=C/C(=O)O
E_LUMO, eV: -0.077
HOMO energy, eV: -8.213

Each line ends with the Mulliken charge.
Cartesian coordinates (Å):
1 C -1.626 -2.095 -1.180  -1.205
2 C -2.293 -0.732 -1.340  -0.547
3 N -2.252 0.026 -0.099  0.364
4 C -3.434 0.826 0.148  -0.746
5 C -3.758 1.899 -0.901  -1.041
6 C -1.006 0.730 0.144  -0.846
7 C -0.610 0.642 1.626  -0.648
8 C 0.210 -0.613 1.930  -0.819
9 N 1.569 -0.477 1.452  -0.153
10 C 2.102 -1.221 0.463  0.720
11 O 1.521 -2.132 -0.093  -0.642
12 C 3.496 -0.850 0.081  -0.264
13 C 3.955 0.398 0.009  -0.190
14 C 5.320 0.741 -0.434  0.066
15 O 5.750 1.867 -0.468  -0.552
16 O 6.055 -0.320 -0.790  -0.440
17 H -1.739 -2.669 -2.097  0.447
18 H -2.098 -2.640 -0.367  0.302
19 H -0.565 -2.006 -0.965  0.158
20 H -3.343 -0.893 -1.597  0.528
21 H -1.824 -0.185 -2.174  0.285
22 H -3.311 1.310 1.120  0.283
23 H -4.283 0.140 0.225  0.417
24 H -3.936 1.448 -1.874  0.277
25 H -2.941 2.611 -0.998  0.276
26 H -4.650 2.443 -0.603  0.412
27 H -0.219 0.275 -0.460  0.547
28 H -1.074 1.789 -0.150  0.201
29 H -1.514 0.621 2.233  0.366
30 H -0.031 1.524 1.911  0.415
31 H 0.234 -0.796 3.009  0.333
32 H -0.229 -1.476 1.429  0.282
33 H 2.120 0.264 1.856  0.222
34 H 4.114 -1.678 -0.237  0.410
35 H 3.353 1.261 0.262  0.445
36 H 6.937 -0.032 -1.072  0.338